The following is a DFT calculation (the ωB97M-V functional and the def2-TZVPD basis) of a cluster of 5 separate species, C30H75N5 in total.

The geometry in XYZ format:
```
110
Properties=species:S:1:pos:R:3:forces:R:3
C -1.855 1.868 -0.505 0.2175 -0.3391 -0.4176
C -1.398 0.397 -0.637 0.5038 0.7596 0.7384
N -0.363 0.103 0.401 0.2679 -1.4598 -0.6462
C -0.244 -1.386 0.589 -0.9217 0.7540 1.3676
C -1.558 -2.037 1.196 0.7247 0.1221 -1.1837
C 1.001 0.719 0.200 -1.9943 0.9897 -0.2088
C 1.729 0.907 1.515 0.5966 -0.7508 -0.5822
H -2.093 2.143 0.522 -0.2337 -0.3635 0.0346
H -2.708 2.055 -1.158 -0.1415 0.0151 0.0818
H -1.088 2.584 -0.798 0.2013 -0.1411 -0.1977
H -2.246 -0.284 -0.571 -0.0661 0.1690 0.7993
H -1.114 0.138 -1.657 0.8054 0.3700 -0.3984
H 0.199 -1.914 -0.256 -0.5818 -0.0676 -0.7604
H 0.509 -1.595 1.349 0.1450 0.4289 0.2559
H -1.703 -1.749 2.237 0.2127 -0.1248 -0.0440
H -2.492 -1.831 0.673 0.2103 0.5256 -0.1637
H -1.497 -3.117 1.064 0.3144 -0.1823 0.5108
H 0.885 1.742 -0.159 -0.6521 0.0231 -0.2946
H 1.568 0.253 -0.605 0.2915 -0.5721 0.1379
H 2.289 -0.014 1.679 -0.0326 0.0504 0.8517
H 1.025 1.173 2.304 0.1318 -0.2771 0.0138
H 2.461 1.707 1.408 0.0505 0.0125 0.0633
C 3.394 -6.651 1.954 0.7745 -0.2520 0.2020
C 3.830 -5.867 3.295 -1.4589 -2.3969 -0.5951
N 2.670 -5.417 4.071 1.6614 3.2667 -2.2681
C 1.690 -6.304 4.595 1.4392 -0.4659 1.0188
C 2.389 -7.463 5.297 -0.0662 -0.8909 0.2041
C 2.089 -4.306 3.258 -2.0842 -0.1315 1.6905
C 1.006 -3.451 4.037 1.0976 -0.4939 -0.4696
H 3.158 -7.715 1.983 0.1204 -0.3188 1.2997
H 4.234 -6.713 1.262 0.0062 0.6551 -0.2805
H 2.485 -6.338 1.440 0.3108 0.9813 0.0263
H 4.406 -6.546 3.923 0.1286 -0.0998 -0.1595
H 4.497 -5.035 3.070 -0.3709 0.0797 -0.0938
H 1.280 -5.691 5.397 -1.0756 -0.4052 -0.2357
H 0.991 -6.653 3.834 -0.4780 -0.0633 0.0247
H 1.677 -8.208 5.649 -0.2174 0.0900 0.0292
H 3.090 -8.026 4.681 -0.1251 0.1247 -0.3600
H 2.973 -7.170 6.170 -0.1123 0.4145 -0.0145
H 1.446 -4.665 2.454 0.1272 -0.6843 -0.4849
H 2.848 -3.718 2.743 0.1369 0.1536 0.6022
H 1.382 -2.921 4.912 0.2107 0.2714 -0.2418
H 0.192 -4.070 4.414 0.0340 -0.1934 -0.2645
H 0.586 -2.796 3.273 -0.0785 0.3770 0.3705
C -0.216 1.343 -4.480 -0.0521 -0.7783 0.8376
C 1.268 1.114 -4.094 -0.6194 0.0531 -0.6291
N 2.129 0.678 -5.173 -0.0641 2.2745 -0.7075
C 1.772 -0.585 -5.732 -0.0658 -0.1700 -0.2343
C 2.993 -1.096 -6.462 0.1337 -2.0150 0.2973
C 2.190 1.711 -6.233 0.7959 -0.5148 0.3085
C 2.849 2.994 -5.726 -0.2314 0.5095 -0.5434
H -0.707 1.148 -3.527 -0.6057 0.5287 -0.0873
H -0.661 0.627 -5.172 0.3472 -0.2546 -0.0878
H -0.472 2.326 -4.874 0.2841 0.1108 0.2828
H 1.571 2.063 -3.651 0.5435 -0.0760 -0.1248
H 1.419 0.361 -3.320 -0.5803 -0.0708 0.2121
H 1.321 -1.150 -4.917 0.8916 -0.7852 0.1633
H 0.948 -0.624 -6.445 -0.4736 0.7471 -0.4321
H 2.852 -2.141 -6.736 -0.1662 -0.2541 -0.0391
H 3.207 -0.627 -7.422 0.0093 0.3970 0.3606
H 3.848 -1.115 -5.787 0.1534 0.3984 -0.2302
H 1.207 1.935 -6.646 -0.4309 0.0082 0.1307
H 2.724 1.273 -7.077 0.2230 0.1944 0.1645
H 3.659 3.375 -6.349 0.1473 -0.3936 -0.1501
H 3.245 2.905 -4.715 -0.1890 -0.0323 -0.0616
H 2.101 3.783 -5.800 0.0279 0.2108 0.5615
C -4.936 0.288 -3.749 -0.7645 -0.6234 -0.8130
C -4.941 -1.105 -2.970 -0.4864 2.3645 -0.1278
N -3.627 -1.607 -2.765 0.1006 -1.9389 1.9068
C -2.697 -1.322 -3.847 0.4722 1.1000 0.7057
C -1.503 -2.183 -3.979 0.8552 -1.8392 0.4893
C -3.640 -2.970 -2.085 0.3569 1.4910 0.0168
C -4.639 -3.080 -0.866 0.9739 -0.0621 -0.6186
H -4.246 1.040 -3.366 0.3597 -0.4956 0.2207
H -5.876 0.838 -3.788 -0.5625 -0.4828 0.8424
H -4.805 0.215 -4.828 0.7097 -0.3592 -0.0147
H -5.390 -0.791 -2.028 0.0370 -0.4174 0.4001
H -5.568 -1.918 -3.336 -0.6081 0.3143 -0.8801
H -2.325 -0.378 -3.448 0.0208 0.6937 -1.4091
H -3.159 -1.291 -4.834 -0.2793 0.4513 0.0134
H -0.667 -1.877 -4.609 -0.5414 0.7145 -0.3310
H -1.818 -3.142 -4.392 0.2340 -0.3673 0.2107
H -1.014 -2.339 -3.017 -0.1071 -0.2440 0.2063
H -3.715 -3.737 -2.855 -0.7772 -0.4525 0.1103
H -2.629 -3.107 -1.702 -0.0001 -0.0032 0.2264
H -4.422 -3.957 -0.256 -0.0991 -0.6148 -0.6100
H -4.443 -2.341 -0.088 -0.1206 0.7422 -0.5351
H -5.690 -3.069 -1.151 0.1261 -0.0004 0.0629
C 1.407 7.724 5.595 -0.3645 -0.0435 -0.2485
C 0.550 7.821 4.323 0.0327 -1.7035 0.7798
N -0.048 6.474 3.943 -1.0003 2.9433 -0.0957
C -1.234 6.130 4.788 1.4685 0.6338 0.5178
C -2.460 6.970 4.456 0.3768 -0.5459 -0.4959
C 0.954 5.489 3.634 -1.4603 -0.4271 0.8999
C 0.464 4.521 2.572 0.7080 -0.7724 -0.3812
H 1.854 8.709 5.726 0.3798 -0.1947 0.3277
H 2.140 6.924 5.483 0.3431 0.3163 0.0400
H 0.824 7.468 6.480 -0.1191 0.1693 0.0125
H -0.188 8.599 4.520 -0.3779 -0.2845 -0.4456
H 1.226 8.176 3.545 -0.3068 -0.1634 -0.3927
H -1.444 5.064 4.876 0.0640 -0.1260 -0.9316
H -0.989 6.351 5.827 0.2067 0.1400 0.4663
H -2.530 7.003 3.369 -0.3704 0.0479 -0.0108
H -3.334 6.488 4.894 -0.1475 0.2423 -0.0731
H -2.364 7.992 4.823 -0.0688 -0.0820 0.0444
H 1.037 4.893 4.543 0.7365 -0.4964 0.2145
H 1.930 5.952 3.483 -0.1930 0.0465 -0.4818
H -0.047 4.862 1.671 0.0848 0.7994 0.2517
H -0.209 3.794 3.027 0.0299 -0.0855 0.0110
H 1.345 3.989 2.212 -0.0306 -0.4322 -0.0305
```
Forces are in eV/Å.

The value obtained for the largest force on an atom is 0.08382 hartree/bohr. As for the energy above the lowest of the compared OMol25 structures with the same formula, charge and spin: 359.8 kJ/mol. Its total energy is -39771.6865 eV. The value obtained for the gap between HOMO and LUMO is 8.59 eV. The SMILES is CCN(CC)CC.CCN(CC)CC.CCN(CC)CC.CCN(CC)CC.CCN(CC)CC.